[1]
A cluster of 13 separate species, C15H56N24O13 in total in a non-equilibrium geometry. Source: the OMol25 dataset; level of theory: ωB97M-V with the def2-TZVPD basis set.

Its molar mass is 780.77 g/mol. The energy relative to the best compared isomer or geometry (same formula, charge and spin) is 10.9306 eV. The HOMO-LUMO gap is 8.21 eV.

The geometry in XYZ format:
```
108
Properties=species:S:1:pos:R:3:forces:R:3
C 4.825 -1.917 -1.048 -2.6 -2.9 -4.3
N 3.274 0.071 3.099 4.8 -3.2 -4.7
H 0.935 0.983 4.830 0.5 0.1 0.0
H -1.519 -3.329 -2.184 1.5 0.6 1.1
H -5.273 -1.014 0.660 -0.4 0.1 0.6
N -0.916 3.553 0.757 -2.2 -5.2 2.7
H 1.105 -1.952 1.364 0.5 -1.0 0.3
H 2.684 -0.399 2.428 -0.1 -0.1 0.2
C -2.714 1.985 -2.682 -0.1 7.1 2.2
H -0.726 1.742 -2.284 -0.4 0.0 -0.2
C -0.394 4.475 0.035 -1.0 1.3 2.0
H 3.099 5.329 -3.133 -0.3 0.7 0.2
H -4.561 2.724 2.556 -1.0 -0.5 1.3
N -2.677 -3.432 -3.852 -3.3 -4.3 -0.5
H 3.257 1.078 -4.294 0.2 0.5 -0.3
O 2.165 -3.715 1.401 0.1 1.3 -1.2
H 0.252 -4.185 2.472 -0.8 -0.2 1.0
H -4.298 1.777 -3.856 0.0 -0.3 0.4
N -0.625 5.623 0.631 -0.1 3.6 0.1
H -0.548 -1.864 -2.399 -0.2 0.0 0.1
N 1.507 0.689 4.052 -1.9 -0.2 0.5
C 0.358 -0.343 0.765 -3.1 -0.8 1.3
H -6.690 -1.915 1.177 0.2 -0.1 -0.6
N -3.656 1.336 -3.213 -4.3 -4.3 -2.2
O 0.253 4.226 -0.911 2.7 0.0 -4.1
H 3.879 -5.461 2.327 -0.4 0.6 -0.2
N 3.220 0.073 -4.388 3.8 3.8 -0.7
N -3.586 2.293 0.706 0.9 2.6 -0.9
N 2.222 2.787 0.753 -3.7 -0.6 -0.9
N -1.604 1.363 -2.608 3.9 -2.9 0.9
H 0.149 0.671 1.105 0.3 0.1 0.7
H -0.826 -1.863 -0.193 0.2 -0.2 -0.1
N -4.032 -1.479 3.535 -4.1 3.3 -3.9
H -1.796 -1.008 3.503 0.0 -0.3 0.2
N 2.177 4.915 -3.155 1.6 8.4 2.5
N 1.242 3.085 -3.159 -3.1 -4.1 0.7
H 4.252 0.193 2.880 0.0 -0.5 -0.1
O 3.789 4.154 -0.090 -0.3 -0.8 0.6
H 4.106 -2.752 0.451 -0.1 0.0 1.1
H 3.149 -2.205 -4.225 -0.6 -0.3 0.2
H -1.680 0.438 -3.006 1.5 -0.1 -0.3
O 4.481 -2.712 -1.887 0.3 -3.8 -1.1
C 1.347 -0.326 -0.284 1.3 -0.4 -1.0
H -3.599 -0.727 3.018 -1.1 -0.3 -0.6
H -2.366 -4.068 -3.131 -1.3 -1.2 -1.4
H 1.575 5.038 -2.354 0.5 0.5 0.0
H 0.873 -5.300 3.737 -0.5 0.3 -0.4
H 1.603 3.286 0.130 -0.3 -0.5 0.0
H -5.175 1.112 3.115 0.1 0.5 0.0
H 1.404 -2.305 -3.853 0.6 -0.5 0.0
H 1.249 -0.184 3.613 -0.8 0.1 0.2
N -2.070 -1.720 4.166 7.3 0.9 0.8
C -5.241 -2.939 0.174 -1.5 0.6 1.7
C 2.127 -0.482 -3.997 -1.5 -0.5 0.4
O -2.928 3.144 -2.282 0.8 0.6 0.5
C 2.231 3.765 -3.611 2.4 -5.0 -4.1
O 3.091 3.340 -4.421 -0.2 -0.2 0.6
H -3.251 -3.741 -4.623 0.1 0.5 0.3
C -2.015 -2.340 -3.678 -0.2 1.5 -2.6
H 5.089 3.155 1.685 0.0 -0.1 -0.2
H -3.668 -1.773 -0.238 0.0 0.0 0.3
H -4.997 -1.762 3.445 0.3 0.2 -0.3
H 0.675 3.505 -2.436 0.0 -0.8 -0.3
H 4.660 -0.138 -0.679 0.5 1.0 -1.0
N 2.980 -5.262 2.742 4.6 -3.6 2.5
H -0.409 6.480 0.143 -0.2 0.0 0.3
H 4.990 -1.277 0.826 -0.1 -0.5 -0.1
H -3.388 -3.440 -0.356 -0.4 0.0 -0.1
O 3.478 1.598 4.718 1.4 0.6 0.7
H -3.699 3.166 1.202 0.6 0.4 -1.5
H 0.992 0.330 -1.080 0.7 -0.2 -0.4
O -2.063 -1.337 -4.312 -0.7 3.3 -1.7
H -3.068 2.164 -0.151 -0.2 0.6 -0.1
N -5.796 -1.877 0.709 -2.4 3.1 1.0
H 4.882 -0.474 -2.346 0.3 0.0 0.2
H 2.331 -0.110 0.132 0.0 1.0 -0.1
H 2.797 -5.704 3.631 0.6 -0.3 -0.3
H 1.576 -1.347 -0.588 -0.6 -0.3 -0.8
N -1.154 -2.586 -2.762 4.0 -0.2 4.9
N -3.981 -2.703 -0.001 5.8 0.1 -2.1
H -1.599 -1.329 1.227 0.0 0.6 0.2
O 1.129 0.142 -3.625 -0.5 -0.3 0.3
N 4.209 2.688 1.525 6.0 -2.2 4.1
N 4.508 -1.871 0.166 -1.7 -3.8 8.6
H -1.446 3.745 1.595 0.4 -0.3 -0.3
N 0.995 -4.614 3.006 -6.4 0.5 2.7
O 0.779 -1.179 1.829 0.8 0.7 0.9
H -3.392 0.361 -3.237 -1.2 -0.3 -1.3
C 2.870 0.820 4.033 -4.1 2.8 3.3
H 4.117 -0.374 -4.507 -0.5 -0.2 -0.2
H 4.017 1.978 2.218 -0.7 0.6 -0.4
H -1.304 5.584 1.378 0.3 0.9 -0.4
O -3.939 0.154 0.977 -0.4 -1.2 0.2
H 1.917 2.042 1.364 0.1 0.4 -0.1
C -3.266 -2.119 4.307 -3.5 -3.5 3.7
N 5.038 -0.751 -1.387 3.1 10.2 -3.4
O -3.747 -2.937 5.101 1.3 -0.5 0.3
C -1.014 -0.958 0.386 0.4 0.1 -1.1
H 1.278 2.093 -3.342 -0.6 -0.2 0.0
C 2.058 -4.469 2.363 2.7 1.7 -4.1
C -4.091 1.303 1.370 0.5 -1.9 -0.4
H -1.593 -0.306 -0.268 -0.2 0.1 0.2
C 3.442 3.236 0.682 -0.7 3.5 -3.2
H -0.711 2.586 0.552 -0.2 0.2 0.0
N -4.649 1.720 2.503 -0.7 0.1 1.2
H -1.398 -1.954 4.883 0.0 0.0 -0.3
N 2.235 -1.792 -4.111 -1.5 -2.5 0.4
O -5.782 -3.980 0.091 -1.6 -4.1 -0.8
```
Forces are in eV/Å.

[2]
A cluster of 16 separate species, C15H60F2NO19S2 in total in a non-equilibrium geometry. Source: the OMol25 dataset; level of theory: ωB97M-V with the def2-TZVPD basis set.

Its molar mass is 660.76 g/mol. As for the charge: -2. Its multiplicity is 2. The HOMO-LUMO gap (alpha / beta) is 3.30 / 7.97 eV.

The geometry in XYZ format:
```
99
Properties=species:S:1:pos:R:3:forces:R:3
O 2.886 -1.493 2.906 0.5 -1.2 1.8
O -3.614 1.500 -1.474 -0.8 -1.3 0.3
H -1.907 3.581 1.603 -0.1 -0.4 -0.1
H 1.134 6.108 2.273 0.2 -0.3 -0.1
O 1.583 -0.912 -1.390 0.3 -0.1 -0.2
H 3.092 3.811 -4.165 -0.1 0.4 -0.5
C 1.126 0.825 4.248 0.8 0.5 -0.8
H -1.172 3.245 3.142 0.3 0.4 0.3
O 1.383 -3.186 0.721 -1.0 -0.6 1.0
H -0.995 -3.511 -1.883 -0.1 0.1 -0.2
H 0.564 -3.394 2.703 0.5 0.1 0.1
O -1.954 5.214 2.793 0.4 0.8 0.9
H 2.558 2.284 -5.780 0.1 0.0 0.4
H -0.051 -4.898 -1.345 0.2 0.1 0.4
H 4.975 -3.634 -1.969 0.1 -0.4 0.2
H 6.634 -2.084 -0.934 -0.2 -0.1 0.0
H 2.087 4.666 0.575 0.1 0.0 -0.4
H -2.819 -2.265 -0.826 0.7 0.0 0.7
H 2.377 2.571 -3.259 -0.4 -0.3 0.1
H 1.485 -2.249 0.906 0.3 0.7 -0.4
H -0.615 -3.097 1.461 0.0 -0.1 -0.4
O -0.988 -0.959 -0.289 -0.7 -0.7 1.7
H -0.818 -0.019 -4.438 0.3 -0.1 -0.2
S 1.660 0.073 -0.327 -1.0 2.9 -6.6
H -1.053 5.459 2.573 0.2 0.5 -0.4
C 2.156 3.259 -4.075 1.0 -0.5 0.8
H 1.548 0.694 2.327 0.0 -0.2 -0.5
O 1.587 1.397 2.980 -0.5 0.3 2.6
H 4.882 -1.999 3.128 -0.2 0.0 0.3
O -3.572 -2.845 -0.964 -1.6 -1.1 -0.6
C -0.191 -4.191 -2.163 0.0 -0.6 0.1
C -1.962 3.824 2.664 -0.9 -1.1 -0.8
H -4.967 2.760 -0.630 -0.8 -0.1 0.1
H 2.959 -1.599 -4.635 0.4 -0.3 0.0
O -0.961 2.037 -4.546 -1.0 0.9 -0.3
H -3.287 -0.898 3.606 0.2 0.1 -0.6
O 1.450 1.475 -0.696 0.9 -0.1 0.1
H -2.910 3.467 3.066 0.0 -0.1 -0.1
O -2.273 3.713 -2.755 -1.3 0.3 0.4
S -0.371 -0.074 0.732 -0.2 1.8 -5.6
H -4.495 -4.665 -0.359 -0.2 0.5 -0.3
O -0.912 1.288 0.854 0.2 -1.0 1.2
F -0.901 -0.724 2.065 -0.1 -0.7 1.5
C 1.946 -1.463 -5.012 0.5 0.2 -0.1
C 0.344 -3.578 1.651 0.8 -0.6 -1.2
H -3.614 -3.720 0.888 -0.3 -0.2 0.3
H 0.526 3.853 0.544 -0.4 0.4 0.2
H -3.118 2.252 -1.807 0.1 0.5 0.0
H 2.333 -1.098 2.228 -0.3 0.5 -0.8
C -1.945 -3.285 4.354 1.7 -0.7 -0.1
O 5.972 -1.872 -1.596 0.3 0.5 -0.4
H 2.028 -1.088 -6.032 -0.1 0.3 0.0
H 4.526 -0.257 2.851 0.2 0.2 0.3
H 1.538 -0.727 -4.320 -0.5 0.1 -0.2
O 1.797 2.552 -5.261 -0.5 0.4 -0.2
H -4.889 -0.897 2.935 -0.7 0.5 0.5
H -0.748 3.292 -1.426 0.0 -0.1 0.2
O 1.007 -3.508 -2.471 -0.3 -0.7 0.0
H -1.879 3.200 -3.464 0.4 -0.4 -0.5
H -1.518 -4.193 3.927 -0.8 -0.5 -0.5
H -0.161 -2.910 5.156 -0.1 0.1 -0.4
H -0.141 2.266 -4.988 0.3 -0.2 0.0
H 0.155 0.912 -3.252 0.0 -0.3 0.2
C 4.832 -2.698 -1.429 -0.1 -0.3 0.0
H 0.329 -4.651 1.457 -0.7 -0.1 0.5
H -2.737 -4.633 -0.294 0.1 -0.2 -0.1
N 1.308 -0.418 1.036 -1.9 -1.9 6.0
H -0.510 4.663 -2.491 0.3 0.4 0.2
O 1.225 -2.665 -5.093 0.0 0.1 -0.4
C -3.965 -0.320 2.979 0.3 0.5 -0.3
O 0.641 5.734 1.539 -1.0 0.4 0.2
H -3.699 2.296 0.405 0.1 -0.3 0.5
O -1.068 -3.035 5.443 -0.2 0.6 1.1
H -2.932 -3.449 4.787 0.0 0.2 -0.4
H -1.849 -2.534 3.570 -0.6 0.3 0.2
H 4.407 -1.388 1.554 0.2 -0.1 -0.2
H -1.596 0.689 -3.079 -0.1 0.6 0.1
H 4.657 -2.872 -0.368 -0.3 -0.1 -0.1
H 1.526 3.861 1.978 -0.4 0.0 0.3
H -3.682 -0.207 1.932 0.7 -0.4 0.1
H 1.128 -2.961 -4.185 -0.2 -0.3 0.7
H -1.627 4.803 -1.114 -0.2 0.0 -0.1
O -3.958 0.989 3.561 -0.6 -0.4 0.5
F 3.222 0.089 -0.123 1.8 -0.1 0.7
H 3.947 -2.254 -1.886 0.1 0.5 0.3
C -1.254 4.138 -1.892 0.9 -0.2 -0.1
H 1.111 -0.265 4.238 -0.1 0.0 -0.3
H 1.828 1.104 5.033 0.3 0.1 0.0
H 0.156 1.193 4.582 -0.3 0.1 -0.5
H -0.461 -4.840 -2.995 -0.2 0.4 -0.3
C -4.379 1.888 -0.343 1.3 1.4 -0.4
C -0.790 0.859 -3.793 0.4 -0.9 0.3
C -3.634 -4.028 -0.158 1.5 1.3 0.2
H -4.728 1.499 3.297 0.0 -0.1 -0.3
H 1.364 3.922 -3.725 -0.1 -0.1 -0.5
H -4.974 1.096 0.114 0.1 -0.2 -0.5
C 4.232 -1.282 2.625 0.0 0.4 -0.9
H 1.252 -3.093 -1.641 0.4 0.8 0.3
C 1.180 4.480 1.150 1.6 -0.7 -0.1
```
Forces are in eV/Å.